Entry 1:
# C28H27BrF6MnN4O4S

A molecular structure, C28H27BrF6MnN4O4S (wB97M-V/def2-TZVPD, the OMol25 dataset).

XYZ file:
```
72
Properties=species:S:1:pos:R:3:forces:R:3
Br -0.433 1.913 1.853 -0.02 0.01 -0.01
Mn 0.484 -0.338 -0.521 0.13 -0.32 -0.24
S 3.082 -1.344 1.398 -0.08 -0.22 -0.09
F 2.194 -1.953 -3.719 0.04 -0.01 0.10
F 2.478 -2.083 -1.581 0.04 0.03 -0.07
F 1.396 0.457 -4.535 0.10 0.04 0.04
F 3.559 0.386 -4.714 -0.10 0.05 0.03
F 4.170 -1.736 -2.883 -0.09 0.00 0.00
F 2.589 2.096 -3.794 -0.01 -0.12 -0.04
O 2.038 -0.488 0.716 0.05 0.52 -0.05
O 2.698 -5.995 -3.626 -0.03 -0.06 0.03
O 1.475 0.385 -1.876 -0.04 -0.11 -0.36
O -0.511 -1.178 0.767 -0.34 -0.25 0.32
N -2.464 -6.630 -1.638 0.28 -0.16 0.23
N -0.610 -1.673 -1.765 0.15 0.08 0.07
N -3.057 -5.856 -0.874 -0.20 0.31 -0.34
N -0.818 1.372 -0.827 0.17 0.16 0.20
C 2.663 0.105 -2.521 -0.01 -0.02 0.16
C -2.202 3.061 -3.887 0.00 -0.01 0.01
C -1.412 -2.863 -3.663 0.00 0.03 0.04
C 0.467 -6.619 -3.869 -0.01 0.01 0.00
C -1.904 -3.064 1.295 -0.05 -0.12 -0.07
C -0.674 -1.827 -3.070 0.00 0.00 -0.05
C -2.493 -4.587 -0.514 -0.01 -0.01 0.22
C -1.218 -2.264 0.421 0.13 0.20 -0.03
C 2.154 -2.588 2.279 0.00 -0.02 0.05
C -1.260 -2.565 -0.964 -0.08 -0.01 0.04
C 1.211 -5.835 -1.712 -0.02 0.01 -0.05
C -2.034 -3.787 -2.867 0.01 -0.01 -0.02
C -1.103 -6.416 -2.054 -0.08 -0.10 -0.07
C 2.884 -1.427 -2.700 0.00 0.04 -0.06
C 3.785 -5.607 -2.803 -0.01 0.04 -0.01
C 2.551 0.763 -3.915 0.05 0.08 -0.04
C -2.147 3.706 -1.432 -0.02 0.02 0.00
C 3.868 0.697 -1.792 0.01 0.01 0.02
C -1.935 -3.682 -1.462 -0.17 0.01 -0.07
C -1.761 3.444 -0.129 -0.01 -0.03 0.01
C -0.805 -6.783 -3.364 -0.03 0.04 -0.03
C -1.852 2.806 -2.449 0.00 -0.03 -0.02
C -1.082 2.267 0.120 -0.02 0.01 -0.03
C -0.081 -5.974 -1.225 0.04 -0.12 0.06
C 1.483 -6.132 -3.047 0.05 0.06 0.00
C 3.601 -0.344 2.774 0.00 -0.01 0.06
C -1.189 1.648 -2.083 -0.09 -0.02 0.03
C -2.546 -4.227 0.806 0.15 0.02 0.02
H 2.856 -3.248 2.788 0.00 0.01 0.01
H 2.725 -0.040 3.346 0.00 0.01 0.00
H 4.121 0.522 2.373 0.00 0.00 -0.01
H -0.933 0.902 -2.822 0.04 0.02 -0.02
H -2.787 2.240 -4.301 -0.01 0.00 0.00
H -2.613 -4.587 -3.309 0.02 0.02 0.01
H 4.285 -0.937 3.381 0.00 0.01 0.01
H -3.048 -4.896 1.494 0.01 0.01 0.02
H 4.115 0.084 -0.927 0.00 0.00 0.00
H 1.993 -5.494 -1.050 0.01 -0.02 0.01
H -1.297 3.158 -4.489 0.00 0.01 0.00
H -0.135 -1.111 -3.675 0.01 0.00 0.01
H -1.473 -2.920 -4.739 0.01 0.00 -0.01
H -1.599 -7.179 -3.986 0.01 -0.03 0.00
H 4.742 0.754 -2.438 0.01 -0.02 0.01
H 1.591 -3.148 1.533 0.01 -0.01 0.00
H -0.281 -5.753 -0.184 0.01 0.01 -0.01
H -1.966 4.134 0.675 0.01 0.01 0.00
H -2.675 4.624 -1.659 0.01 0.01 0.00
H 1.474 -2.108 2.981 -0.03 -0.01 -0.03
H 4.667 -5.634 -3.435 -0.01 0.01 0.00
H -2.779 3.977 -3.994 -0.01 0.00 0.00
H 3.599 1.694 -1.453 0.00 0.00 -0.02
H 3.915 -6.300 -1.969 0.01 -0.01 -0.01
H -1.940 -2.810 2.346 0.00 -0.02 0.00
H 0.706 -6.877 -4.891 0.00 -0.01 0.00
H 3.645 -4.592 -2.420 0.00 -0.02 0.01
```
Forces are in eV/Å.

Calculated values
Expectation value of S² = 6.04
Multiplicity = 5
Total charge = +1
HOMO-LUMO gap (spin up / spin down) = 0.2321 / 0.2509 Eh

Mulliken population analysis, charges in e, atoms 1 to 4: Br -0.0853; Mn 0.1991; S 0.4782; F -0.3244

Entry 2:
# C28H27F3LaN3O5

A molecular structure, C28H27F3LaN3O5 in a non-equilibrium geometry (wB97M-V/def2-TZVPD, the OMol25 dataset).

XYZ file:
```
67
Properties=species:S:1:pos:R:3:forces:R:3
La -0.150 1.618 0.783 -1.66 1.45 -4.79
F -0.986 5.296 1.091 -0.75 0.88 0.45
F -0.274 4.763 -0.887 -0.09 0.18 0.10
F 1.113 5.009 0.767 0.63 0.44 0.15
O -2.458 1.570 1.384 -0.91 2.31 3.01
O 0.852 0.209 1.930 3.52 -1.38 4.20
O 2.808 2.243 4.338 -3.44 -1.95 -1.72
O 2.040 0.857 2.681 -0.98 0.85 0.60
O -3.503 3.537 2.304 2.38 -5.21 -0.02
N 0.657 0.349 -1.620 0.22 4.44 1.88
N -0.432 2.494 3.224 -0.71 -1.75 1.59
N -0.691 -1.665 0.012 -0.56 0.08 2.41
C -1.698 -2.496 -2.020 0.23 -0.85 -0.43
C 1.388 -1.387 -3.037 -0.72 -0.17 -1.67
C 2.983 2.102 -1.888 0.02 1.19 0.24
C -1.270 -3.272 1.532 -5.95 -4.21 3.13
C 1.827 1.700 3.787 1.05 0.07 0.24
C -2.596 -2.984 1.160 1.11 -0.86 1.02
C -1.531 0.490 -3.718 -1.09 -0.53 -0.19
C -2.701 2.468 2.351 -2.69 4.81 -4.89
C -1.093 -4.502 2.259 -0.89 -0.60 -0.35
C -1.575 1.959 5.761 0.86 -0.05 -0.66
C -0.321 -2.673 0.805 2.75 3.62 -2.81
C -0.599 -1.734 -1.344 3.93 1.78 -2.40
C 0.201 -5.115 2.415 4.53 3.23 -0.67
C 0.300 1.887 4.185 0.06 1.32 0.31
C 2.003 -2.858 -0.022 3.43 0.57 -2.61
C -0.344 1.388 -3.691 0.73 0.59 0.85
C 1.103 -4.580 1.256 -0.72 -0.28 1.24
C 0.405 -0.902 -2.014 -2.66 -3.20 0.46
C -0.129 4.475 0.480 0.50 -2.11 -0.59
C 1.886 3.071 -3.873 -0.80 -0.85 0.49
C -1.797 2.574 3.470 2.39 -1.44 -0.06
C -2.368 2.379 4.671 -0.99 -1.54 1.94
C 0.954 -3.370 0.743 -1.47 -0.83 0.44
C -0.231 2.325 -4.707 0.81 -0.10 -0.35
C 0.937 3.085 -4.875 -0.53 0.00 0.18
C 1.775 2.206 -2.770 -0.38 0.19 -0.78
C -0.237 1.602 5.493 0.77 1.37 0.40
C 0.651 1.352 -2.646 0.61 -1.82 -0.16
H 0.474 1.389 6.344 -0.91 -0.21 -1.26
H -2.257 -3.099 -1.290 0.05 0.25 -0.08
H 3.584 1.209 -2.094 -0.25 0.00 0.27
H 0.689 -4.647 3.397 -0.09 -1.31 -1.54
H 1.126 3.635 -5.788 -0.27 0.34 0.08
H -1.813 -5.325 2.252 -0.98 1.01 0.14
H -2.934 -2.016 1.095 -0.49 2.24 -0.95
H 3.601 3.005 -2.126 -0.22 -0.76 0.45
H 2.727 3.723 -3.914 0.70 0.29 -0.23
H 2.965 -3.220 0.424 -0.49 1.01 -0.35
H -2.019 1.885 6.765 0.38 -0.24 -0.53
H 1.544 -2.458 -3.036 0.00 -0.32 0.14
H -2.348 1.088 -4.167 0.09 -0.40 0.18
H -1.041 2.417 -5.429 0.14 -0.16 -0.05
H 1.768 -5.318 0.751 0.48 0.86 0.86
H 2.360 -0.883 -2.941 -0.31 -0.11 0.43
H -1.326 -3.175 -2.777 0.43 -0.49 -0.33
H -1.864 0.125 -2.725 0.34 0.31 -0.64
H 0.704 -6.019 2.163 -1.75 -2.64 1.40
H 2.692 2.158 -0.828 0.46 -0.25 -0.21
H -3.228 -3.572 1.737 -1.65 -1.19 0.83
H 1.071 -1.137 -4.051 0.01 0.07 -0.49
H -3.467 2.186 4.655 0.95 0.91 0.41
H -2.411 -1.888 -2.622 0.25 0.16 0.72
H 1.911 -1.779 -0.171 0.49 -0.14 0.07
H 1.995 -3.346 -1.006 0.03 0.42 -0.29
H -1.402 -0.408 -4.390 0.08 0.74 0.77
```
Forces are in eV/Å.

Calculated values
Multiplicity = 1
Total charge = -2
HOMO-LUMO gap (spin up / spin down) = 0.1240 / 0.1242 Eh

Mulliken population analysis, charges in e, atoms 1 to 4: La 1.7210; F -0.2294; F -0.2907; F -0.2935

Entry 3:
# C28H27FNOOsPSi

A molecular structure, C28H27FNOOsPSi (wB97M-V/def2-TZVPD, the OMol25 dataset).

XYZ file:
```
61
Properties=species:S:1:pos:R:3:forces:R:3
Os -0.647 0.231 -0.008 -0.18 -0.06 -0.45
P 1.189 -0.539 -1.358 -0.33 0.02 0.42
Si -1.809 0.152 2.964 0.02 0.33 -0.18
F -1.871 2.320 -1.015 0.03 -0.05 -0.08
O -2.588 -1.004 -0.789 -0.10 0.04 0.01
N -1.802 1.215 1.459 0.13 -0.19 0.27
C 1.132 -2.402 -3.507 -0.06 0.00 0.05
C 0.416 -3.328 -4.262 0.00 -0.01 -0.02
C -2.980 4.233 -0.248 0.04 -0.08 0.01
C -3.526 4.932 0.829 -0.04 0.05 0.03
C 2.697 -1.294 2.316 -0.01 0.01 -0.04
C 2.279 -3.441 1.299 0.01 0.01 0.02
C -0.894 -1.939 -2.293 -0.12 0.18 0.17
C -1.385 -1.529 2.264 0.11 -0.11 0.02
C -2.362 2.410 1.299 0.03 0.04 0.05
C -3.487 4.404 2.131 0.01 -0.01 -0.04
C -0.937 -3.562 -4.029 -0.01 0.00 0.03
C 4.238 1.974 -3.591 0.00 0.04 -0.04
C 2.292 -0.664 1.149 0.03 0.02 0.02
C 0.464 -1.716 -2.505 0.12 -0.11 -0.17
C -1.614 -2.866 -3.037 0.06 0.00 -0.08
C 3.756 0.344 -1.892 0.03 0.04 -0.05
C 2.399 0.466 -2.189 0.04 0.06 0.04
C 1.882 -1.429 0.047 0.17 -0.10 -0.05
C 1.871 -2.822 0.128 -0.02 0.04 -0.01
C -2.412 3.020 0.005 -0.05 0.11 0.00
C -3.472 0.066 3.764 -0.07 -0.12 -0.03
C -0.459 0.809 4.055 0.11 0.03 0.03
C 2.883 2.094 -3.885 0.02 -0.02 0.03
C 1.958 1.343 -3.184 0.03 0.04 -0.02
C -1.476 -1.108 -1.242 0.18 -0.12 -0.01
C 2.688 -2.680 2.389 0.00 -0.05 0.01
C 4.674 1.106 -2.602 -0.02 -0.04 0.04
C -2.929 3.180 2.365 -0.01 0.01 0.01
H 3.027 -0.705 3.161 0.01 0.00 0.00
H -4.218 -0.342 3.079 -0.01 0.02 0.01
H -1.466 -4.284 -4.635 0.00 0.00 0.00
H -2.200 -1.964 1.683 -0.02 0.00 0.02
H -1.211 -2.180 3.128 -0.05 -0.03 -0.02
H -3.000 4.625 -1.255 0.00 0.00 0.00
H -3.853 1.001 4.169 0.03 0.04 0.00
H -3.979 5.899 0.656 0.00 0.00 0.00
H -2.880 2.788 3.371 0.00 -0.03 0.01
H 2.553 2.773 -4.659 0.00 0.00 0.00
H -3.388 -0.631 4.604 -0.02 -0.01 -0.02
H 0.903 1.435 -3.417 -0.01 -0.02 0.02
H -0.824 1.564 4.752 -0.02 0.02 -0.03
H 4.959 2.563 -4.142 0.00 0.00 0.00
H 1.549 -3.421 -0.714 0.01 0.01 -0.01
H 2.286 -4.520 1.361 0.00 0.00 0.00
H -3.900 4.978 2.948 0.00 -0.01 0.01
H 2.182 -2.226 -3.703 0.01 0.00 0.01
H -2.669 -3.020 -2.857 0.00 -0.01 0.00
H 5.729 1.017 -2.382 0.00 0.00 0.00
H 0.348 1.260 3.472 0.01 -0.02 0.01
H 3.011 -3.174 3.296 0.00 0.01 0.00
H -0.024 0.005 4.652 -0.03 -0.01 0.01
H -0.451 -1.625 1.687 0.01 0.05 0.01
H 2.329 0.420 1.085 0.00 0.01 -0.02
H 0.922 -3.876 -5.045 -0.01 0.00 -0.01
H 4.097 -0.338 -1.125 -0.01 -0.01 0.01
```
Forces are in eV/Å.

Calculated values
Expectation value of S² = 6.05
Multiplicity = 5
Total charge = +2
HOMO-LUMO gap (spin up / spin down) = 0.3007 / 0.2395 Eh

Mulliken population analysis, charges in e, atoms 1 to 4: Os 0.2830; P 1.2397; Si 0.1025; F -0.1874